The following is a DFT calculation (wB97M-V/def2-TZVPD) of a cluster of 4 separate species, C17H41NO10 in total in a non-equilibrium geometry.

Last column: natural (NBO) charge in e.
CARTESIAN COORDINATES (ANGSTROEM)
C (4.566, 0.336, 1.554)  -0.677
C (3.876, -0.913, 0.748)  -0.086
O (2.406, -0.937, 0.770)  -0.562
C (1.867, -1.038, 2.137)  -0.109
C (0.299, -1.604, 2.007)  -0.114
O (-0.707, -0.518, 2.111)  -0.407
N (-1.528, -0.645, 1.041)  -0.377
C (-2.802, 0.127, 1.333)  0.853
O (-4.004, -0.381, 0.953)  -0.539
O (-2.747, 1.457, 2.016)  -0.709
H (5.546, 0.671, 0.964)  0.224
H (4.944, 0.048, 2.640)  0.214
H (3.892, 1.298, 1.625)  0.223
H (4.396, -1.898, 1.108)  0.179
H (4.185, -0.780, -0.397)  0.209
H (2.425, -1.800, 2.831)  0.190
H (1.799, 0.047, 2.614)  0.198
H (0.090, -2.403, 2.865)  0.198
H (0.117, -2.145, 0.977)  0.226
H (-1.046, -0.249, 0.194)  0.359
H (-2.163, 2.063, 1.442)  0.501
C (0.588, -6.134, -0.073)  -0.256
O (-0.309, -5.240, 0.577)  -0.557
C (-1.678, -5.588, 0.350)  -0.092
C (-2.278, -6.304, 1.565)  -0.090
O (-1.674, -7.589, 1.761)  -0.553
C (-0.711, -7.575, 2.809)  -0.256
H (1.593, -5.957, 0.320)  0.188
H (0.325, -7.179, 0.106)  0.182
H (0.594, -5.933, -1.149)  0.168
H (-1.783, -6.195, -0.557)  0.177
H (-2.223, -4.651, 0.193)  0.192
H (-3.343, -6.479, 1.378)  0.187
H (-2.190, -5.689, 2.469)  0.177
H (-1.220, -7.537, 3.777)  0.168
H (-0.022, -6.731, 2.719)  0.177
H (-0.133, -8.503, 2.754)  0.190
C (-4.553, 3.808, 1.038)  -0.259
O (-3.260, 4.386, 1.177)  -0.565
C (-2.845, 5.077, -0.005)  -0.090
C (-3.008, 6.593, 0.152)  -0.089
O (-4.390, 6.960, 0.241)  -0.551
C (-4.788, 7.231, 1.580)  -0.256
H (-4.900, 3.503, 2.029)  0.201
H (-5.274, 4.515, 0.621)  0.179
H (-4.493, 2.920, 0.401)  0.175
H (-3.389, 4.711, -0.884)  0.180
H (-1.784, 4.853, -0.150)  0.177
H (-2.607, 7.082, -0.742)  0.185
H (-2.448, 6.962, 1.019)  0.177
H (-4.389, 8.201, 1.894)  0.167
H (-4.454, 6.453, 2.271)  0.181
H (-5.881, 7.277, 1.610)  0.192
C (3.440, 3.330, -3.697)  -0.256
O (3.017, 2.550, -4.810)  -0.552
C (3.958, 1.526, -5.142)  -0.089
C (3.498, 0.158, -4.625)  -0.089
O (3.505, 0.114, -3.193)  -0.556
C (2.200, 0.260, -2.645)  -0.261
H (2.591, 3.929, -3.355)  0.189
H (3.781, 2.707, -2.867)  0.180
H (4.243, 4.007, -4.006)  0.168
H (4.957, 1.774, -4.764)  0.176
H (4.014, 1.486, -6.235)  0.185
H (4.206, -0.603, -4.970)  0.184
H (2.508, -0.099, -5.020)  0.178
H (1.635, -0.667, -2.787)  0.169
H (1.659, 1.096, -3.096)  0.177
H (2.299, 0.448, -1.572)  0.197

Values from the calculation:
Energy ... -40249.0197 eV
Kohn-Sham gap ... 0.34628 Eh
Multiplicity ... 1
Total charge ... 0
LUMO energy ... 0.2 eV